Arrangement a

Density functional theory data (the ωB97M-V functional and the def2-TZVPD basis) for a structure of composition C2H4P2.

- LUMO level (hartree) = 0.002

Last column: Mulliken charge in e.
Element x y z (Å)
C  0.6516  -0.3818  1.1560  -0.1838
C  -0.1890  0.5579  -1.0251  -0.7353
P  1.7625  0.1300  -0.0124  -0.0254
P  -0.9713  0.1908  0.6179  -0.0640
H  0.8856  -0.8043  2.1233  0.3453
H  -0.2904  1.5705  -1.3957  0.3239
H  -0.3165  -0.1969  -1.7870  0.3185
H  -1.5325  -1.0661  0.3230  0.0209



Arrangement b

Density functional theory data (the ωB97M-V functional and the def2-TZVPD basis) for a structure of composition C2H4P2.

- LUMO level (spin up / spin down) (hartree) = -0.022 / -0.034

Last column: Mulliken charge in e.
Element x y z (Å)
C  -0.7550  -0.2574  -1.1015  -0.2243
C  0.5426  0.4919  1.0589  -0.4881
P  -0.1279  1.2907  -1.4428  -0.1115
P  0.5091  -0.9215  -0.0062  -0.0020
H  -1.5385  -0.8814  -1.5355  0.3586
H  1.5579  0.7649  1.4606  0.2470
H  -0.0940  1.2827  0.6668  0.2140
H  -0.0942  -1.7699  0.8997  0.0064



The data favor arrangement a; the next most stable structure lies 0.0870 hartree above it.



Arrangement a

Density functional theory data (the ωB97M-V functional and the def2-TZVPD basis) for a structure of composition C55H41N11O2P2SSe2V.

- LUMO level (spin up / spin down) (hartree) = -0.069 / -0.024
- multiplicity = 2

Last column: Mulliken charge in e.
Element x y z (Å)
V  0.4493  -0.4925  -0.4800  0.0270
C  -2.8049  -2.8545  0.0668  -1.0072
C  -1.9451  -2.7826  1.2949  1.0059
C  -2.2288  -3.6975  2.3431  -1.2764
C  -1.5252  -3.6337  3.5006  -1.1470
C  -0.5343  -2.6396  3.6569  1.0908
C  0.1886  -2.4842  4.8617  -0.8543
C  1.0868  -1.4670  4.9960  -0.9497
C  1.3067  -0.5806  3.9285  -0.7138
C  0.6532  -0.7388  2.7318  0.7678
S  0.9954  0.3887  1.4429  -0.1640
C  -0.3054  -1.7720  2.5693  -0.6629
N  -0.9992  -1.8729  1.3910  1.1869
H  -3.8380  -2.6166  0.3368  0.4806
H  -2.7943  -3.8620  -0.3534  0.5728
H  -2.4790  -2.1388  -0.6737  -0.7105
H  -3.0169  -4.4276  2.2031  0.5532
H  -1.7215  -4.3191  4.3183  0.4309
H  0.0016  -3.1718  5.6783  0.4144
H  1.6285  -1.3263  5.9220  0.4155
H  1.9805  0.2562  4.0450  0.4714
Se  3.0101  2.3622  -5.9763  -0.3220
P  4.1018  0.9685  -4.8537  1.3104
C  4.3967  -0.6035  -5.7256  0.0667
C  5.0461  -1.6744  -5.1026  -0.0373
C  5.2007  -2.8733  -5.7818  -0.9089
C  4.7121  -3.0134  -7.0758  -0.4330
C  4.0754  -1.9503  -7.6968  -0.6554
C  3.9168  -0.7450  -7.0227  -0.6124
C  5.7084  1.5855  -4.2930  0.3149
C  5.6961  2.6589  -3.4024  -0.2047
C  6.8896  3.1835  -2.9368  -0.7390
C  8.0983  2.6419  -3.3611  -0.4963
C  8.1120  1.5851  -4.2577  -0.6899
C  6.9161  1.0553  -4.7305  -0.4009
C  3.3175  0.4707  -3.2985  0.4083
C  2.1064  0.7463  -2.6992  -0.8178
N  2.0509  -0.0439  -1.5865  1.3184
N  3.1955  -0.7450  -1.5122  -0.6627
N  3.9550  -0.4397  -2.5172  -0.8538
P  0.7316  1.8634  -2.9794  0.6822
Se  -0.5166  1.7089  -1.1888  0.3260
C  -0.0409  1.2707  -4.5050  1.1540
C  -0.6533  2.0745  -5.4599  -0.7158
C  -1.2077  1.5027  -6.5950  -0.8630
C  -1.1914  0.1266  -6.7670  -0.7795
C  -0.6452  -0.6859  -5.7815  -0.7613
C  -0.0706  -0.1167  -4.6562  -0.4346
C  1.4553  3.5218  -3.0033  1.7197
C  1.2492  4.5122  -3.9547  -0.3347
C  1.8001  5.7722  -3.7717  -0.9293
C  2.5636  6.0479  -2.6478  -0.6076
C  2.7827  5.0572  -1.6992  -0.7627
C  2.2210  3.8030  -1.8691  -1.0769
H  5.4076  -1.5692  -4.0887  0.4927
H  5.7034  -3.7021  -5.2988  0.4152
H  4.8305  -3.9549  -7.5990  0.4062
H  3.6985  -2.0566  -8.7064  0.4158
H  3.4164  0.0923  -7.4931  0.3055
H  4.7493  3.0816  -3.0824  0.2743
H  6.8801  4.0137  -2.2415  0.4403
H  9.0319  3.0492  -2.9922  0.3757
H  9.0538  1.1670  -4.5900  0.3930
H  6.9252  0.2327  -5.4332  0.4068
H  -0.7083  3.1439  -5.3338  0.4763
H  -1.6501  2.1387  -7.3515  0.4329
H  -1.6082  -0.3129  -7.6646  0.4219
H  -0.6579  -1.7641  -5.8876  0.5507
H  0.3682  -0.7550  -3.8999  0.1100
H  0.6974  4.3136  -4.8575  0.2020
H  1.6326  6.5400  -4.5163  0.4319
H  2.9844  7.0353  -2.5072  0.4100
H  3.3808  5.2630  -0.8205  0.4875
H  2.3674  3.0426  -1.1112  0.3010
O  -0.3213  -1.5800  -1.5258  0.7939
C  -0.4130  -2.8271  -2.0225  0.1880
C  -1.3693  -3.1267  -2.9798  -0.1746
C  -1.4319  -4.3973  -3.5188  -0.9521
C  -0.5391  -5.3798  -3.1011  -0.9901
C  0.3973  -5.0795  -2.1295  -0.8945
C  0.4695  -3.8031  -1.5727  0.2740
C  1.4504  -3.4428  -0.5465  0.2569
N  1.5476  -2.2819  0.0897  1.4013
C  2.6470  -2.3741  0.9192  -0.8470
C  3.2017  -3.5995  0.7996  -1.2202
N  2.4363  -4.2635  -0.1333  0.0393
H  -2.0545  -2.3468  -3.2902  0.6735
H  -2.1871  -4.6304  -4.2589  0.4777
H  -0.5712  -6.3708  -3.5333  0.4336
H  1.0802  -5.8541  -1.7991  0.4196
H  2.9683  -1.5500  1.5285  0.5734
H  4.0625  -4.0428  1.2685  0.4778
H  2.5827  -5.2059  -0.4453  0.1728
N  -8.2325  0.1138  0.4916  -0.4983
C  -7.0956  0.1868  0.3401  -0.2914
C  -5.6638  0.2421  0.1456  0.5368
C  -4.8025  0.2606  1.2347  -0.9568
C  -3.4374  0.2352  0.9906  -0.5384
N  -2.9212  0.2159  -0.2387  0.7769
C  -3.7569  0.2481  -1.2722  -0.3419
C  -5.1350  0.2463  -1.1404  -0.8863
H  -5.1880  0.2938  2.2450  0.5504
H  -2.7251  0.2246  1.8068  0.5525
H  -3.2921  0.2642  -2.2556  0.3537
H  -5.7844  0.2560  -2.0049  0.5049
N  -2.9145  3.8120  1.2164  -0.3607
C  -1.9495  3.1327  1.9212  0.6009
O  -1.3241  2.2091  1.3608  -0.0786
C  -1.7575  3.5012  3.2863  0.1132
C  -2.5584  4.5072  3.8818  -0.2330
N  -3.2594  5.3208  4.3142  -0.6065
C  -0.7384  2.8642  4.0332  0.0759
N  0.0988  2.3443  4.6416  -0.6680
H  -2.9390  3.6599  0.2247  0.2094
H  -3.2905  4.6715  1.5801  0.1997



Arrangement b

Density functional theory data (the ωB97M-V functional and the def2-TZVPD basis) for a structure of composition C55H41N11O2P2SSe2V.

- LUMO level (spin up / spin down) (hartree) = -0.055 / -0.041
- multiplicity = 2

Last column: Mulliken charge in e.
Element x y z (Å)
V  1.9673  0.6440  1.8380  1.4524
C  3.3261  0.1845  -1.3097  -0.9119
C  4.3851  0.4806  -0.3003  0.6141
C  5.7153  0.6221  -0.7761  -0.9873
C  6.7198  0.8998  0.0881  -1.0787
C  6.4351  1.0426  1.4670  0.8920
C  7.4402  1.3436  2.4099  -0.9410
C  7.1123  1.4778  3.7289  -0.8005
C  5.7817  1.3125  4.1470  -0.6684
C  4.7807  1.0100  3.2528  1.2934
S  3.1469  0.7904  3.8328  -0.4640
C  5.0989  0.8798  1.8796  -1.2692
N  4.0882  0.5961  0.9799  1.3752
H  3.3931  0.9023  -2.1322  0.6360
H  2.3268  0.2063  -0.8933  -0.8489
H  3.4703  -0.8118  -1.7328  0.6302
H  5.8957  0.5084  -1.8371  0.6051
H  7.7407  1.0174  -0.2573  0.4083
H  8.4601  1.4701  2.0668  0.4226
H  7.8731  1.7160  4.4616  0.3973
H  5.5303  1.4284  5.1940  0.5074
Se  -1.7090  2.1147  -4.7501  -0.4103
P  -2.5804  1.5637  -2.9184  0.5356
C  -3.5459  2.8753  -2.1086  0.5608
C  -3.8910  4.0081  -2.8264  -0.8505
C  -4.6560  5.0053  -2.2281  -0.6547
C  -5.0751  4.8681  -0.9163  -0.6075
C  -4.7285  3.7312  -0.1907  -0.8198
C  -3.9639  2.7436  -0.7831  -0.1847
C  -3.7822  0.2082  -3.1398  0.5654
C  -3.4725  -0.7922  -4.0588  -0.4507
C  -4.3540  -1.8336  -4.2954  -0.7142
C  -5.5804  -1.8674  -3.6448  -0.5954
C  -5.9175  -0.8519  -2.7630  -0.8221
C  -5.0233  0.1802  -2.5069  -0.1306
C  -1.3519  1.1839  -1.6117  0.6029
C  -0.5129  0.1596  -1.1397  -1.6860
N  0.2980  0.7238  -0.1975  1.3942
N  -0.0184  2.0142  -0.1386  -0.3864
N  -0.9986  2.3059  -0.9496  -1.1315
P  -0.3456  -1.5645  -1.6604  1.1285
Se  1.2816  -2.6675  -0.9020  -0.2456
C  -0.1685  -1.4863  -3.4610  0.5843
C  -0.6654  -2.4911  -4.2875  -0.5856
C  -0.3515  -2.5009  -5.6372  -0.5751
C  0.4736  -1.5168  -6.1675  -0.6982
C  0.9768  -0.5197  -5.3464  -0.7980
C  0.6544  -0.5020  -3.9989  -0.3340
C  -1.9170  -2.3924  -1.2772  1.4052
C  -3.0030  -1.7177  -0.7334  0.0456
C  -4.1802  -2.3959  -0.4466  -0.5377
C  -4.2796  -3.7540  -0.6991  -0.9325
C  -3.1872  -4.4431  -1.2145  -0.9789
C  -2.0076  -3.7695  -1.4878  -1.0774
H  -3.5483  4.1081  -3.8492  0.3552
H  -4.9159  5.8925  -2.7919  0.4096
H  -5.6662  5.6470  -0.4504  0.3869
H  -5.0483  3.6238  0.8387  0.4708
H  -3.6722  1.8731  -0.2059  0.4612
H  -2.5452  -0.7314  -4.6101  0.4208
H  -4.0910  -2.6084  -5.0060  0.4871
H  -6.2784  -2.6729  -3.8404  0.4079
H  -6.8828  -0.8556  -2.2710  0.4265
H  -5.3136  0.9642  -1.8227  0.3936
H  -1.3098  -3.2635  -3.8851  0.3383
H  -0.7523  -3.2790  -6.2756  0.4744
H  0.7151  -1.5250  -7.2233  0.3894
H  1.6000  0.2637  -5.7587  0.4599
H  1.0309  0.2929  -3.3660  0.4800
H  -2.9325  -0.6592  -0.5236  0.2032
H  -5.0206  -1.8550  -0.0292  0.4807
H  -5.2023  -4.2809  -0.4852  0.3880
H  -3.2533  -5.5089  -1.3981  0.3912
H  -1.1438  -4.3154  -1.8492  0.5750
O  1.8952  -1.0605  1.8991  0.8513
C  2.3429  -2.3298  2.1071  0.3346
C  3.7099  -2.5591  2.0578  -0.4322
C  4.2010  -3.8388  2.2530  -0.9917
C  3.3213  -4.8817  2.5053  -0.9732
C  1.9612  -4.6319  2.5639  -1.0747
C  1.4351  -3.3554  2.3681  0.5924
C  -0.0156  -3.1452  2.3840  -0.1415
N  -0.6624  -2.0649  2.7559  0.1637
C  -1.9962  -2.3512  2.5950  -0.6189
C  -2.1546  -3.6150  2.1137  -1.0826
N  -0.8844  -4.1189  1.9970  0.1426
H  4.3713  -1.7312  1.8555  0.2854
H  5.2680  -4.0156  2.2108  0.4857
H  3.6904  -5.8854  2.6705  0.4185
H  1.2914  -5.4513  2.8006  0.5476
H  -2.7626  -1.6274  2.8255  0.5633
H  -3.0259  -4.1802  1.8324  0.6475
H  -0.6399  -4.9984  1.5795  0.3402
N  -3.7171  2.0685  6.4215  -0.4935
C  -2.8453  1.8560  5.7048  -0.3203
C  -1.7559  1.5743  4.8011  0.6464
C  -0.9463  0.4675  5.0100  -0.6527
C  0.0723  0.2232  4.1144  -0.2098
N  0.3057  1.0192  3.0621  0.5737
C  -0.4724  2.0935  2.8693  -0.4735
C  -1.5178  2.4026  3.7148  -1.1288
H  -1.1053  -0.1980  5.8449  0.5688
H  0.7172  -0.6342  4.2267  0.0984
H  -0.2447  2.6981  2.0051  0.3791
H  -2.1184  3.2806  3.5298  0.6318
N  2.6599  3.7253  -0.2938  -0.3167
C  2.3664  3.5853  1.0116  0.6142
O  2.1302  2.3628  1.4131  0.4781
C  2.3291  4.6325  1.9101  0.7370
C  2.5724  5.9481  1.4227  -0.5636
N  2.8136  6.9775  0.9632  -0.5781
C  1.9693  4.4107  3.2687  -0.0811
N  1.6540  4.2069  4.3584  -0.6113
H  2.6749  4.6644  -0.6630  0.2845
H  2.2377  3.0266  -0.8875  0.0805



The data favor arrangement b; the next most stable structure lies 0.0324 hartree above it.